DFT (the ωB97M-V functional and the def2-TZVPD basis) results for a cluster of 2 separate species, C26H28BCl2O3 in total in a non-equilibrium geometry.

The geometry in XYZ format:
```
60
Properties=species:S:1:pos:R:3:forces:R:3
Cl -4.03039 -4.26610 6.51002 -0.301 -0.306 0.294
Cl -4.23109 3.18255 -1.87023 -0.161 0.191 -0.064
O 2.31667 1.13881 0.93386 3.478 3.132 2.632
O 0.51996 -1.19539 -1.97080 0.934 1.178 -0.736
O 1.48402 1.19500 -2.06283 -0.498 -2.644 -1.034
C -2.91545 2.43016 -1.06007 0.836 -0.626 0.263
C -3.06032 -3.29577 4.19228 0.317 0.315 0.374
C 3.57455 -0.67954 1.27159 1.892 1.411 -0.640
C -0.59726 -0.58868 3.37953 0.028 -0.206 -1.848
C 1.55507 0.23533 1.57624 2.079 -5.192 -7.082
C -2.87776 1.03147 -0.97691 0.329 0.123 -0.022
C 0.20173 0.52228 1.39741 -4.494 1.022 -0.056
C 1.30544 -1.55273 -4.21904 -0.264 0.439 0.166
C -0.79794 2.53263 0.10252 -0.227 0.434 -0.274
C -1.36853 -1.48033 5.50683 -0.172 -0.180 -0.553
C -0.34111 1.92558 -3.51506 -0.056 -0.499 0.039
C -1.86154 3.19064 -0.53319 0.156 -0.365 -0.203
C -3.02752 -3.22745 5.59588 0.842 0.760 -0.585
C -1.79349 0.39655 -0.34904 -0.247 0.209 0.076
C -1.42221 -1.50410 4.10590 -0.302 -1.168 0.914
C 0.81677 0.94409 -3.46699 0.882 3.929 -0.531
C -1.10854 -0.88314 -3.69386 0.349 0.422 -0.247
C 1.95706 1.29268 -4.41716 -0.459 -0.609 -0.072
C 4.64987 1.66337 1.46259 0.526 0.127 -0.328
C -2.16740 -2.32957 6.24993 -0.413 -0.421 -0.035
C -2.26093 -2.43470 3.44604 0.055 0.112 0.770
C 3.60931 0.71434 1.09933 -0.665 -2.279 0.085
C -0.47615 -0.66654 2.03979 0.083 1.085 1.276
C -0.75683 1.14664 0.21047 1.067 -1.019 1.141
C 2.23119 -1.01396 1.19139 -1.869 0.474 2.325
C 0.36945 -0.61577 -3.46910 -1.956 -3.869 -1.713
B 1.12964 -0.07650 -2.20594 1.459 1.744 6.513
H 4.36873 2.22938 2.36581 0.072 -0.109 -0.343
H 0.99172 -2.55917 -3.92446 0.112 0.167 -0.359
H 2.25369 2.32457 -4.20101 -0.278 -0.202 -0.154
H -1.05832 1.69436 -2.72079 -0.011 0.110 -0.298
H -3.70819 -4.01635 3.70762 0.024 0.066 0.055
H -3.68777 0.44198 -1.41009 0.161 0.198 0.211
H -0.66855 -0.79370 5.98455 -0.292 -0.157 0.006
H -1.81369 -0.68668 -0.21987 -0.015 0.298 -0.120
H -0.64702 -1.59175 1.47246 -0.340 0.711 0.145
H 4.41673 -1.33624 1.57891 -0.629 0.668 -0.786
H 0.00677 3.10803 0.56505 -0.280 -0.023 -0.166
H 1.54127 1.19823 -5.42256 0.562 0.097 -0.179
H 5.51613 1.02575 1.68982 0.078 0.661 -0.161
H 0.19053 1.41789 2.02705 -1.131 -0.089 0.616
H -0.03904 0.19906 3.89797 -0.664 -0.048 -0.018
H 4.83136 2.34221 0.62328 0.355 0.135 0.345
H 2.34000 -1.40898 -3.86752 -0.243 -0.124 -0.529
H 1.16130 -1.36571 -5.28207 0.456 -0.269 -0.106
H -0.80290 1.89718 -4.50743 -0.080 0.076 0.249
H 0.06318 2.92496 -3.31991 -0.004 -0.265 -0.140
H 2.84203 0.66192 -4.24409 -0.403 0.174 -0.334
H -2.28479 -2.48840 2.35579 -0.116 0.090 0.413
H -1.70198 -0.41652 -2.89976 0.086 0.046 -0.432
H -1.21193 -1.96818 -3.60214 -0.104 0.217 -0.248
H -1.86694 4.27510 -0.65771 -0.035 -0.331 0.205
H -1.37397 -0.53520 -4.69506 -0.321 -0.137 0.177
H -2.12486 -2.30320 7.33393 -0.104 -0.095 -0.127
H 1.84027 -2.00242 0.91081 -0.080 0.411 1.232
```
Positions in Å, forces in eV/Å.

Results
- Lowest unoccupied orbital energy: -3.87 eV
- Charge: +1
- Kohn-Sham gap: 0.2221 Eh
- Energy relative to the best compared isomer or geometry (same formula, charge and spin): 447.9 kJ/mol
- Energy: -2178.05375 Eh

These are the natural (NBO) partial charges, in e, on atoms 1 to 2: 0.0372 0.0415